No. 1
The following is a DFT calculation (wB97M-V/def2-TZVPD) of C10H17NOPm as an isolated structure.

Properties
- Calculated total energy: -1129.46961 Eh
- Spin multiplicity: 5
- Net charge: -1

Geometry (Å):
Pm -0.069 -0.051 -0.049
O -1.372 -1.427 1.225
N 0.618 0.860 1.510
C 1.860 -1.439 -0.314
C 0.703 -2.182 -0.758
C -2.347 -0.868 2.073
C 2.048 -0.330 -1.216
C 1.006 -0.386 -2.211
C -3.435 -0.172 1.251
C 0.175 -1.530 -1.928
C -1.772 0.028 3.178
C -0.924 1.881 -1.178
C -0.711 2.400 0.071
H -3.868 -0.883 0.534
H 2.457 -1.658 0.556
H -0.700 -1.830 -2.484
H -0.983 -0.506 3.724
H -1.373 0.976 2.771
H -3.011 0.681 0.683
H 1.052 1.334 2.147
H -1.859 1.347 -1.415
H 0.127 3.072 0.275
H -4.230 0.203 1.913
H 0.286 -3.047 -0.271
H -2.832 -1.713 2.597
H -2.571 0.302 3.879
H -0.249 2.111 -2.007
H 2.812 0.426 -1.137
H 0.874 0.300 -3.028
H -1.469 2.314 0.862

Atomic partial charges in e from the Mulliken method, atoms 1 to 5: 0.53, -0.71, -0.46, -0.42, -0.34

=====

No. 2
The following is a DFT calculation (wB97M-V/def2-TZVPD) of a 2-piece molecular cluster, CH4ClPS overall.

Properties
- Spin multiplicity: 1
- Relative energy (zero: lowest compared OMol25 entry of this formula, charge and spin): 65.67 kcal/mol

Geometry (Å):
Cl 3.411 -0.758 -0.555
S -2.339 0.377 -0.707
P 2.319 -2.377 -0.602
C -1.266 1.037 0.612
H -0.730 1.917 0.229
H -0.604 0.284 0.779
H -1.909 1.168 1.545
H 1.116 -1.650 -1.301

Atomic partial charges in e from the natural (NBO) method, atoms 1 to 5: -0.27, 0.09, 0.32, -0.77, 0.23

=====

No. 3
The following is a DFT calculation (wB97M-V/def2-TZVPD) of a 2-piece molecular cluster, C4H8O2 overall.

Properties
- Spin multiplicity: 1
- Relative energy (zero: lowest compared OMol25 entry of this formula, charge and spin): 136.39 kcal/mol

Geometry (Å):
O 0.906 1.738 -0.392
O -1.791 0.732 -1.352
C -0.039 -0.513 -0.199
C -2.234 -0.095 -0.564
C 0.495 0.653 0.341
C 1.554 -0.791 0.746
H 1.069 -1.592 1.298
H 0.302 0.946 1.373
H -2.303 0.075 0.521
H 2.169 -0.243 1.470
H 0.182 1.867 -1.037
H -2.756 -1.004 -0.919
H 2.215 -1.185 -0.025
H 0.232 -0.589 -1.262

Atomic partial charges in e from the natural (NBO) method, atoms 1 to 5: -0.71, -0.61, -0.35, 0.26, 0.16

=====

No. 4
The following is a DFT calculation (wB97M-V/def2-TZVPD) of C10H13ClO3PdS as an isolated structure.

Properties
- Spin multiplicity: 5
- Relative energy (zero: lowest compared OMol25 entry of this formula, charge and spin): 9.83 kcal/mol
- Net charge: +2

Geometry (Å):
Pd 1.611 0.796 0.236
Cl 1.930 -0.584 2.929
S -1.941 0.431 0.196
O -1.611 -0.710 1.109
O 1.633 2.028 2.941
O 0.789 3.534 -0.875
C 2.555 -0.088 -1.579
C -3.699 0.332 -0.168
C 1.313 -0.163 -2.305
C 1.713 1.078 2.227
C 0.782 -2.911 0.182
C 1.223 -1.777 -0.651
C 2.499 -1.097 -0.529
C 1.091 2.491 -0.489
C 0.543 -1.213 -1.762
C -1.940 1.951 1.154
H -2.690 1.836 1.948
H -3.849 -0.533 -0.825
H 1.311 -2.905 1.141
H -4.238 0.199 0.779
H 1.073 0.431 -3.185
H -0.943 2.123 1.571
H -2.211 2.764 0.472
H 3.327 -1.422 0.099
H -0.389 -1.612 -2.165
H 0.985 -3.871 -0.316
H -0.295 -2.846 0.381
H -4.013 1.248 -0.678
H 3.439 0.490 -1.838

Atomic partial charges in e from the natural (NBO) method, atoms 1 to 5: 0.42, 0.03, 1.39, -0.53, -0.39

=====

No. 5
The following is a DFT calculation (wB97M-V/def2-TZVPD) of a 4-piece molecular cluster, C26H50N2O8P overall.

Properties
- Calculated total energy: -2073.01620 Eh
- Spin multiplicity: 1
- Net charge: -1

Geometry (Å):
P -1.620 3.724 -0.203
O 1.926 -4.030 0.424
O 3.097 -2.160 0.036
O -0.718 2.242 0.185
O 0.306 2.881 -4.372
O 3.736 -7.001 4.145
O 2.087 4.214 -4.098
O -2.668 2.913 -1.334
O 4.198 -4.944 4.903
N -3.702 1.884 -3.688
N -1.918 -2.625 -2.519
C 1.859 -5.821 2.073
C 0.070 -1.307 -1.338
C 1.826 -5.455 0.601
C -5.083 2.222 1.922
C -5.302 4.222 -0.041
C 2.544 6.537 -3.530
C 5.409 -3.920 6.752
C 3.647 -6.724 6.503
C 3.088 -3.344 0.368
C 0.089 5.085 -5.232
C -4.347 3.419 1.019
C -2.762 3.684 1.324
C 2.875 5.369 -4.439
C -2.360 0.251 -0.103
C -6.915 3.829 -0.243
C 0.190 0.330 -1.341
C -1.766 1.966 -2.012
C 4.146 -3.918 5.913
C -6.662 1.805 1.789
C 0.842 3.972 -4.564
C -0.588 -1.935 -2.728
C -7.567 2.603 0.679
C 4.351 -4.023 0.813
C -1.111 1.121 -0.733
C -2.428 1.129 -3.256
C 3.834 -6.229 5.099
H -2.380 2.805 2.034
H 1.163 0.607 -0.740
H 0.859 -5.753 0.180
H -4.075 1.483 -4.583
H 4.071 -2.964 5.380
H -7.556 4.425 -1.050
H 1.728 -6.898 2.205
H -2.252 5.028 -0.436
H -0.666 4.390 0.695
H -4.834 5.073 -0.703
H 4.582 -7.162 6.860
H -0.523 5.603 -4.490
H -1.829 -3.544 -2.033
H -4.421 1.646 2.731
H 1.191 -1.719 -1.316
H -8.696 2.351 0.488
H -0.817 2.456 -2.530
H -3.469 2.910 -3.840
H 1.063 -5.299 2.614
H -3.087 -0.208 -0.899
H 2.686 6.258 -2.481
H 2.773 5.617 -5.499
H -0.562 4.652 -5.999
H 2.590 -5.979 0.019
H 4.525 -3.807 1.869
H 2.867 -7.494 6.499
H 5.389 -3.105 7.480
H -2.592 -2.029 -1.991
H -0.619 -1.066 -3.520
H 0.397 0.648 -2.465
H 0.728 5.802 -5.746
H -0.678 4.198 -1.226
H 3.922 5.084 -4.288
H 5.533 -4.863 7.291
H 4.352 -5.100 0.652
H 6.292 -3.802 6.115
H -1.698 1.181 -4.182
H -7.118 0.959 2.470
H 1.501 6.846 -3.635
H 3.311 -5.956 7.199
H 3.184 7.394 -3.755
H 0.163 -2.762 -3.143
H -2.008 -0.621 0.630
H -2.684 0.011 -3.028
H -0.454 -1.765 -0.397
H -2.985 0.989 0.558
H 2.803 -5.527 2.539
H 3.238 -4.006 6.517
H -2.692 4.675 1.954
H 5.184 -3.626 0.222

Atomic partial charges in e from the Mulliken method, atoms 1 to 5: 0.05, -0.30, -0.54, -0.71, -0.55

=====

No. 6
The following is a DFT calculation (wB97M-V/def2-TZVPD) of C17H20MgN3SSi as an isolated structure.

Properties
- Calculated total energy: -1711.78511 Eh
- Spin multiplicity: 1
- Net charge: +1

Geometry (Å):
S 0.391 2.381 -0.001
Si 3.224 4.284 -0.006
Mg -0.073 0.063 0.012
N 1.942 0.294 0.016
N -2.210 -0.117 0.009
N -0.085 -2.086 0.007
C 3.175 2.374 0.006
C -0.885 -6.762 0.688
C -4.787 0.098 -0.005
C 0.124 -7.413 -0.009
C -3.351 -0.022 0.003
C -0.944 -5.382 0.695
C 4.338 1.619 0.014
C 5.047 4.756 -0.004
C 1.041 -5.306 -0.704
C 2.407 4.960 1.550
C 2.415 4.940 -1.574
C 1.084 -6.686 -0.702
C 3.089 -0.399 0.025
C 4.311 0.223 0.024
C 1.963 1.649 0.008
C 0.023 -4.651 -0.004
C -0.036 -3.234 0.002
H 5.299 2.120 0.014
H -5.228 -0.785 0.457
H -1.628 -7.333 1.227
H 2.896 4.539 -2.468
H -5.142 0.183 -1.031
H 0.164 -8.494 -0.011
H 5.224 -0.355 0.031
H -5.088 0.984 0.552
H 5.143 5.844 -0.011
H 2.884 4.571 2.452
H 5.565 4.390 0.885
H 1.355 4.695 -1.619
H 2.502 6.048 1.570
H 1.784 -4.732 -1.242
H 1.347 4.716 1.593
H 2.509 6.028 -1.607
H 1.868 -7.200 -1.241
H 5.570 4.379 -0.886
H 2.997 -1.478 0.035
H -1.723 -4.864 1.238

Atomic partial charges in e from the natural (NBO) method, atoms 1 to 5: -0.49, 1.62, 1.71, -0.71, -0.55

=====

No. 7
The following is a DFT calculation (wB97M-V/def2-TZVPD) of C23H22F2IrN3O10P2S3 as an isolated structure.

Properties
- Spin multiplicity: 1
- Relative energy (zero: lowest compared OMol25 entry of this formula, charge and spin): 25.52 kcal/mol

Geometry (Å):
Ir 0.834 -0.105 -0.159
S -2.080 0.715 -1.374
S 0.747 -2.507 -0.328
S -1.390 -3.731 1.368
P 4.187 -0.538 0.524
P 2.377 -0.261 2.876
F 1.640 3.195 -4.135
F 1.235 -1.260 -5.417
O 4.915 -0.948 3.029
O 5.286 -1.296 -0.081
O 1.137 -0.221 2.056
O -2.085 -0.301 -2.406
O 2.883 -0.316 -0.198
O -1.660 -0.316 2.149
O 2.971 1.166 3.201
O 4.672 0.969 0.954
O -1.722 2.046 -1.765
O 2.052 -0.867 4.310
N -1.218 0.200 -0.067
N 1.052 1.917 -0.129
N -1.869 -2.706 -0.916
C 1.426 1.906 -3.787
C 0.979 0.209 -2.121
C -0.894 -2.928 -0.063
C -4.889 0.990 -1.102
C 0.982 2.654 0.985
C -5.973 0.877 -0.242
C -5.798 0.504 1.091
C -2.017 0.046 1.049
C 1.318 3.899 -1.413
C -3.456 0.344 0.736
C 1.007 -0.741 -3.142
C 1.261 4.654 -0.261
C -3.643 0.715 -0.573
C 1.432 0.983 -4.805
C -3.228 -3.016 -0.486
C 3.777 -1.211 2.210
C 1.215 1.567 -2.453
C 3.479 -2.701 2.142
C 1.087 4.027 0.964
C -4.534 0.233 1.597
C 1.224 -0.333 -4.439
C -3.132 -3.792 0.840
C 1.207 2.511 -1.337
H 1.103 -1.024 4.400
H -4.375 -0.056 2.627
H -6.969 1.083 -0.611
H 4.311 -3.199 1.646
H 2.563 -2.907 1.589
H -3.716 -3.619 -1.251
H 1.433 4.371 -2.373
H 3.368 -3.100 3.155
H -5.013 1.279 -2.137
H 1.028 4.584 1.887
H -1.720 -2.006 -1.656
H 4.862 -1.514 3.808
H -6.663 0.427 1.736
H 1.598 1.276 -5.830
H 5.637 0.998 0.968
H 3.688 1.394 2.574
H -3.420 -4.833 0.713
H -3.753 -3.346 1.613
H 0.858 -1.791 -2.946
H 0.834 2.102 1.900
H 1.341 5.731 -0.319
H -3.788 -2.085 -0.376

Atomic partial charges in e from the natural (NBO) method, atoms 1 to 5: 0.96, 2.32, -0.09, 0.40, 2.40

=====

No. 8
The following is a DFT calculation (wB97M-V/def2-TZVPD) of C24H23F4N4Re as an isolated structure.

Properties
- Calculated total energy: -1624.05260 Eh
- Spin multiplicity: 2
- Net charge: +3

Geometry (Å):
Re -1.252 -0.141 0.462
F -3.260 -2.259 2.081
F -3.302 -4.253 3.742
F 0.544 -6.031 1.820
F 0.630 -4.023 0.181
N -1.348 -2.006 0.017
N -0.980 -0.080 -1.662
N 0.471 -0.415 1.625
N -1.754 0.916 2.286
C -0.586 -1.414 -2.193
C -0.370 -4.061 1.011
C 1.580 -1.060 1.264
C 1.514 1.041 4.885
C 2.725 -1.094 2.059
C -1.341 -3.036 0.974
C -0.037 1.032 -2.059
C -2.335 -4.241 2.889
C -1.964 2.368 4.654
C -2.378 0.247 -2.133
C 1.590 0.292 3.662
C 2.735 -0.419 3.258
C -0.408 -5.164 1.941
C -1.392 -5.264 2.887
C -3.068 1.067 -1.052
C -2.307 -3.140 1.961
C 0.819 1.498 -0.897
C -0.762 1.695 4.359
C 0.478 0.263 2.812
C -1.364 -2.463 -1.406
C -2.881 1.552 2.604
C -3.019 2.291 3.778
C -0.706 0.981 3.161
C 0.388 1.712 5.219
H -2.639 2.056 -0.892
H 3.594 -1.634 1.712
H 0.205 1.781 -0.016
H 3.619 -0.419 3.884
H 1.564 0.767 -0.591
H -0.642 1.861 -2.423
H -2.049 2.939 5.571
H -0.862 -3.426 -1.500
H 1.558 -1.554 0.301
H 1.340 2.417 -1.167
H 0.336 2.277 6.141
H 0.579 0.697 -2.895
H 2.379 1.060 5.533
H -3.162 0.495 -0.070
H -2.352 0.768 -3.091
H -1.447 -6.082 3.595
H 0.486 -1.543 -2.036
H -2.390 -2.605 -1.747
H -3.703 1.476 1.905
H -3.956 2.790 3.981
H -2.926 -0.680 -2.283
H -4.127 1.193 -1.279
H -0.784 -1.471 -3.266

Atomic partial charges in e from the natural (NBO) method, atoms 1 to 5: 1.15, -0.23, -0.19, -0.20, -0.23

=====

No. 9
The following is a DFT calculation (wB97M-V/def2-TZVPD) of C5H16B2Br4Na3O3 as an isolated structure.

Properties
- Spin multiplicity: 1
- Relative energy (zero: lowest compared OMol25 entry of this formula, charge and spin): 95.79 kcal/mol
- Net charge: -1

Geometry (Å):
Br -10.798 -23.383 -31.734
Br -5.491 -27.983 -27.625
Br -4.685 -23.925 -29.723
Br -14.472 -22.791 -34.438
Na -9.213 -24.262 -34.783
Na -6.592 -26.528 -34.445
Na -8.824 -26.136 -31.406
O -10.535 -25.945 -33.792
O -11.669 -27.749 -34.204
O -10.520 -27.683 -32.523
C -10.925 -27.090 -33.490
C -4.949 -26.092 -27.981
C -13.410 -22.865 -32.781
C -4.755 -25.923 -29.429
C -11.994 -22.996 -33.199
B -7.412 -24.458 -32.926
B -6.845 -28.014 -32.066
H -7.678 -25.500 -33.013
H -6.996 -24.209 -33.890
H -11.844 -23.699 -34.018
H -7.060 -27.351 -31.242
H -13.873 -23.741 -32.326
H -7.463 -27.714 -32.898
H -4.054 -25.834 -27.415
H -8.257 -23.818 -32.725
H -3.831 -26.445 -29.679
H -5.569 -26.169 -30.112
H -5.666 -25.350 -27.631
H -7.077 -29.017 -31.745
H -13.750 -22.032 -32.167
H -11.626 -22.103 -33.703
H -5.845 -27.894 -32.453
H -6.625 -24.427 -32.188

Atomic partial charges in e from the natural (NBO) method, atoms 1 to 5: 0.03, -0.02, -0.07, -0.05, 0.94

=====

No. 10
The following is a DFT calculation (wB97M-V/def2-TZVPD) of a 2-piece molecular cluster, BH5N2O3 overall.

Properties
- Calculated total energy: -362.90539 Eh
- Spin multiplicity: 3

Geometry (Å):
O -1.195 1.265 -1.526
O -0.250 -0.795 -1.336
O 0.278 -0.114 1.432
N 0.863 1.037 1.890
N 0.134 -2.010 -0.656
B -0.566 0.365 -0.786
H 1.192 -2.012 -0.520
H -1.495 0.823 -2.354
H -0.274 -1.842 0.281
H 1.113 1.645 1.133
H 0.200 1.637 2.442

Atomic partial charges in e from the natural (NBO) method, atoms 1 to 5: -0.93, -0.64, -0.31, -0.37, -0.48

=====

No. 11
The following is a DFT calculation (wB97M-V/def2-TZVPD) of an isolated ion of composition C5H4NO4 and charge -1.

Properties
- Spin multiplicity: 1
- Relative energy (zero: lowest compared OMol25 entry of this formula, charge and spin): 74.56 kcal/mol
- Net charge: -1

Geometry (Å):
O -0.186 1.984 -2.343
O 0.733 -2.624 -1.992
O -2.422 2.257 -2.299
O 2.315 -1.115 -1.943
N 0.192 -0.421 -1.934
C 1.175 -1.513 -1.905
C 0.588 0.939 -1.660
C -1.425 1.761 -1.863
C -0.334 0.211 -0.789
C -0.212 -0.384 0.565
H -0.829 -1.396 0.631
H -0.688 0.321 1.254
H 1.634 1.276 -1.515
H 0.783 -0.530 0.819

Atomic partial charges in e from the natural (NBO) method, atoms 1 to 5: -0.53, -0.73, -0.61, -0.76, -0.48

=====

No. 12
The following is a DFT calculation (wB97M-V/def2-TZVPD) of one molecule with the formula C22H31N3O2.

Properties
- Spin multiplicity: 1
- Relative energy (zero: lowest compared OMol25 entry of this formula, charge and spin): 40.60 kcal/mol

Geometry (Å):
O 0.768 1.999 0.445
O 0.924 0.100 -2.526
N -3.271 -0.092 -1.865
N 2.108 0.265 1.076
N 1.001 -1.415 -0.836
C -1.668 1.824 -1.764
C 3.002 -0.727 0.488
C -0.165 0.082 4.144
C 2.930 1.948 -0.484
C -0.085 -0.932 1.368
C -1.979 -1.888 -1.829
C -0.968 -1.575 2.435
C -1.152 -0.725 -1.766
C 0.329 -0.636 -1.750
C 4.352 2.884 -1.694
C -3.278 -1.470 -1.897
C 0.698 0.758 3.083
C 2.451 -1.353 -0.810
C 2.896 2.480 -1.704
C -4.535 -2.261 -2.007
C 4.400 2.274 -0.258
C 1.122 -0.264 2.032
C -1.981 0.370 -1.806
C -4.439 0.755 -1.961
C 1.833 1.407 0.365
C 0.337 -1.979 0.335
C -1.386 -0.575 3.508
H -2.087 2.301 -0.874
H 5.086 1.433 -0.147
H -4.314 1.634 -1.333
H -5.316 0.211 -1.617
H 0.135 1.559 2.604
H 1.663 -1.056 2.569
H 3.975 -0.286 0.278
H -1.655 -2.916 -1.861
H -0.592 1.963 -1.731
H -0.473 0.812 4.896
H -0.661 -0.159 0.848
H 4.593 2.993 0.539
H -5.199 -2.103 -1.154
H -4.612 1.083 -2.989
H 2.867 -2.361 -0.922
H -0.537 -2.549 0.032
H 4.986 2.377 -2.423
H 2.110 2.562 -2.440
H -0.418 -2.401 2.905
H 3.164 -1.494 1.245
H -1.847 -2.014 1.956
H 0.423 -0.681 4.668
H -1.995 -1.071 4.268
H 1.591 1.203 3.528
H -2.012 0.199 3.052
H 1.032 -2.690 0.794
H 2.751 -0.760 -1.669
H -4.287 -3.320 -2.040
H -2.060 2.340 -2.644
H 4.542 3.957 -1.744
H -5.095 -2.021 -2.914

Atomic partial charges in e from the natural (NBO) method, atoms 1 to 5: -0.62, -0.64, -0.33, -0.45, -0.45

=====

Listing strongest force on any atom for the structures above in their given order: 7.227 3.724 0.544 5.203 4.751 0.617 0.537 0.630 8.163 3.982 4.347 0.087 eV/A.